Record 1
112
Properties=species:S:1:pos:R:3:forces:R:3:mulliken_charge:R:1 method="wB97M-V/def2-TZVPD" multiplicity=1 orbital_gap_ev=9.6218
F 6.402231 3.091463 4.820695 0.075 0.099 0.389 -0.34
F -6.150126 -1.179143 -0.002169 -0.302 0.078 0.176 -0.36
F -1.370254 -1.877427 8.417102 0.102 -0.392 0.043 -0.31
F -2.589315 -2.090284 1.643726 0.280 0.251 0.097 -0.08
F 0.564173 3.628502 1.777304 0.194 0.039 -0.289 0.01
O -0.396481 -1.731893 -3.343222 -0.744 -0.021 0.732 0.17
O 3.249936 -3.863765 1.598691 -0.113 0.397 -1.101 -0.48
O 0.385960 2.585542 -5.718941 -0.027 -0.574 0.495 -0.43
O 0.842346 -0.089773 -1.068615 0.597 -0.379 -0.202 -0.55
C -4.475746 -5.544354 0.613599 -0.078 -0.415 -0.830 -0.62
C 3.331472 -2.671829 2.358917 0.001 -0.469 1.384 -0.18
C -5.745638 -2.410030 -1.965117 -0.175 -0.997 -0.164 -0.30
C 4.154199 2.396082 4.576684 -0.163 0.010 0.289 -0.55
C -3.617526 -2.172807 -3.021497 -0.941 -0.373 -1.329 -0.24
C -2.089375 -0.770630 6.486450 0.229 -0.394 -0.323 -0.46
C -0.678135 6.734956 3.172229 0.057 0.013 0.338 -0.53
C 1.066084 3.690461 -5.130575 -0.635 0.781 -0.389 -0.17
C -1.585445 4.202593 2.477841 -0.480 -0.610 0.649 -0.16
C -1.805271 -0.210741 5.246229 0.909 -0.286 0.572 -0.53
C -1.074540 -1.472853 7.168142 -1.059 1.300 -0.091 0.43
C 0.182191 -1.653619 6.656414 0.023 -0.937 -0.472 -0.49
C -4.852496 -2.817123 -2.966435 0.453 0.841 1.004 -0.90
C -0.172663 -0.662973 -0.232515 0.496 1.558 0.690 0.91
C 2.337684 3.909119 -5.940803 0.270 0.561 0.736 -0.54
C -3.013066 -3.743902 0.021695 0.081 0.726 -0.055 -0.16
C 1.044106 2.159809 -6.902770 0.035 0.768 -0.611 -0.14
C -0.130254 -0.789958 -4.404902 0.615 -1.614 0.479 0.03
C -4.534190 -5.121852 1.928904 -0.125 0.074 -0.567 -0.51
C -3.381842 -1.042219 -2.259443 1.905 -1.056 0.022 -0.03
C 5.480292 3.042906 2.684962 -0.262 -0.297 -0.650 -0.58
C -5.371685 -1.442179 -1.058874 0.363 -0.159 -0.452 0.15
C 0.189646 5.814213 2.612870 0.567 -0.203 -0.964 -0.46
C -0.643445 1.623840 -0.686875 0.203 0.539 -1.444 -0.44
C -0.897840 0.572627 0.364496 -0.212 -0.285 -0.785 0.15
C -2.459490 5.109050 3.066965 0.636 0.852 -0.351 -0.58
C 5.337909 2.860603 4.040313 -0.080 -0.070 -0.306 0.54
C -3.151305 -3.260923 1.311906 -0.360 -0.996 -0.048 0.31
C 0.508104 -2.994835 -5.070283 -0.233 -1.006 -0.222 -0.83
C -0.519722 -0.406414 4.734153 -0.807 0.333 -0.921 -0.23
C 3.097981 2.113448 3.726343 -0.909 0.697 -0.479 -0.35
C -4.182091 -0.751031 -1.200629 -1.090 0.959 0.601 -0.18
C 0.126236 -3.034719 -3.577120 1.223 0.899 -0.977 -0.27
C -1.992647 6.386098 3.404956 -0.822 -0.654 -0.008 -0.42
C 3.149630 2.384585 2.355076 1.428 -0.868 0.860 -0.18
C 4.252516 -1.734591 1.634858 0.563 -1.431 -0.299 -0.47
C 2.471341 2.664618 -6.782324 0.775 -0.479 -0.132 -0.56
C 4.396588 2.766434 1.857912 -0.450 -0.099 -0.461 -0.36
C -0.273131 4.560204 2.255582 -0.631 0.432 0.734 0.23
C 3.313408 -3.479284 0.213136 0.671 0.509 -0.100 -0.33
C 0.850919 -1.547182 -5.304715 0.106 0.868 -0.404 -0.58
C 0.797792 1.339123 -1.077914 -0.202 -0.645 0.249 0.04
C -3.859796 -3.965210 2.275321 0.030 0.685 0.381 -0.56
C 0.406638 -1.192956 5.362601 0.403 0.144 -0.003 -0.31
C 3.866924 -2.036925 0.167580 -0.283 1.019 0.815 0.07
C -3.721806 -4.869719 -0.343717 0.201 -0.393 0.605 -0.44
H 4.274692 -0.718112 2.016939 -0.284 0.169 -0.330 0.28
H -0.393729 0.961094 1.252530 -0.312 -0.499 0.380 -0.12
H 5.245328 -2.179184 1.779461 0.106 0.381 0.022 0.31
H 4.545515 2.764241 0.783845 0.003 0.352 0.005 0.41
H -5.053621 -3.638654 -3.638076 -0.230 -0.053 0.095 0.46
H 0.883977 -2.309119 7.155392 0.066 0.216 0.145 0.40
H 0.569333 2.633453 -7.774160 -0.107 -0.091 0.052 0.29
H 1.039639 -3.147443 -2.983827 -0.067 -0.146 0.202 0.05
H 1.196061 3.578163 -4.052128 0.180 -0.566 -0.085 0.09
H -3.099424 -0.763906 6.871980 0.100 0.178 0.319 0.39
H -0.571214 -3.828459 -3.317886 -0.263 0.171 0.028 0.27
H 0.305053 -1.194467 0.594939 -0.056 -0.441 -0.266 0.36
H 2.324831 2.106095 1.722586 -0.008 0.165 -0.151 0.12
H 2.347418 -2.209323 2.535856 -0.034 -0.222 -0.040 -0.04
H 4.768656 -1.837655 -0.407953 -0.332 -0.347 -0.598 0.44
H 1.354884 -3.623158 -5.355498 -0.082 -0.162 0.304 0.41
H 1.284129 -1.436801 4.776401 0.308 -0.021 0.485 0.26
H 2.326590 -3.474934 -0.253730 -0.091 -0.284 0.114 0.15
H 2.988324 2.906962 -7.712402 -0.345 -0.225 -0.200 0.37
H 3.041690 -1.385464 -0.130176 0.293 0.209 -0.266 -0.38
H 1.901355 -1.395378 -5.042161 -0.132 0.207 0.419 0.35
H 1.542878 1.739557 -0.381986 -0.021 0.117 0.011 -0.26
H -1.156877 1.439337 -1.639690 -0.538 -0.155 0.355 0.25
H -2.507110 0.370551 4.666441 -0.259 -0.098 0.173 0.40
H 1.025295 1.648132 -2.098083 0.129 0.188 0.060 0.09
H -2.708921 7.055292 3.863391 0.228 0.240 -0.001 0.36
H -5.165236 -5.664588 2.617979 0.165 0.086 0.243 0.39
H 4.023425 2.290845 5.645312 0.215 -0.139 0.009 0.44
H -0.290649 -0.009714 3.750765 0.003 -0.041 0.001 0.45
H 0.432176 4.579843 -5.235115 -0.098 -0.083 0.022 0.26
H 0.967364 1.081007 -7.027656 -0.071 -0.018 0.241 0.03
H -1.954817 0.345062 0.488655 0.044 0.192 0.514 0.00
H -0.847702 2.664958 -0.437168 0.081 -0.080 0.363 0.40
H 3.980077 -4.147179 -0.332955 -0.174 -0.318 0.183 0.32
H 3.197089 4.083790 -5.291167 0.027 -0.072 -0.081 0.29
H 3.774277 -3.034365 3.294637 -0.396 0.489 0.200 0.33
H -2.915134 -2.549845 -3.754638 0.263 0.378 0.067 0.37
H 3.091094 1.905011 -6.296423 -0.069 0.114 0.182 0.26
H -0.312678 7.701465 3.492241 0.033 0.049 -0.178 0.37
H -0.340439 -3.357128 -5.657472 -0.048 0.299 -0.118 0.29
H 2.217540 4.812461 -6.540982 0.059 -0.152 -0.187 0.30
H -2.391491 -0.605606 -2.330184 -0.178 0.298 -0.152 -0.10
H -5.019339 -6.415052 0.263975 -0.049 -0.046 0.309 0.36
H -3.505983 4.889305 3.218564 0.042 -0.298 0.106 0.39
H -3.949738 0.057000 -0.517795 -0.010 -0.078 0.046 0.63
H 0.310458 0.089847 -3.946843 -0.265 0.289 -0.140 -0.25
H 1.205232 6.062350 2.325401 0.048 0.074 0.364 0.41
H -2.420071 -3.180047 -0.687581 -0.015 -0.051 -0.026 0.40
H -6.658804 -2.972018 -1.809149 -0.120 0.224 0.009 0.43
H -1.887733 3.166719 2.367302 0.001 0.073 -0.433 0.38
H 0.791525 -1.187561 -6.334496 -0.239 -0.340 -0.090 0.31
H 6.421589 3.310888 2.226652 0.115 0.082 0.262 0.41
H -3.917430 -3.548757 3.273928 0.015 -0.052 0.005 0.46
H -3.637590 -5.275167 -1.342196 -0.080 0.130 -0.076 0.43
H 2.147727 1.770142 4.120670 0.135 -0.076 0.253 0.43
H -1.086641 -0.630045 -4.899055 0.056 0.527 -0.186 0.21
H -0.803840 -1.297573 -0.851403 -0.050 -0.075 0.146 -0.96


Record 2
112
Properties=species:S:1:pos:R:3:forces:R:3:mulliken_charge:R:1 method="wB97M-V/def2-TZVPD" multiplicity=1 de_lowest_ev=0.335 total_charge=-1 orbital_gap_ev=7.1680
Ca 0.210560 -0.051307 0.685844 1.056 0.773 -0.043 1.43
Cl -5.721210 -3.962614 3.202102 0.045 0.033 -0.034 -0.28
P -1.256820 2.898322 -0.703868 0.280 -0.248 0.359 -0.01
Si 1.586488 -2.893526 -0.227911 0.157 0.190 0.080 -1.06
O -1.429916 -1.352851 0.182293 -0.844 -0.434 -0.017 1.14
O 1.712890 -1.669768 0.785280 0.219 -0.619 -0.317 0.26
O -0.587247 -0.332212 2.754788 -0.337 -0.179 0.621 -0.53
N -0.410614 2.025371 0.243951 -0.242 0.539 -0.548 -0.77
C -1.598343 3.352688 -3.594016 -0.036 -0.057 -0.048 -2.17
C -3.529343 1.460714 0.118107 0.032 0.038 0.002 -2.50
C -2.371217 -1.869443 0.866856 0.231 0.096 -0.159 0.70
C -0.031180 -2.477275 -2.634599 -0.008 0.010 0.038 -0.01
C 1.047072 3.061928 4.152651 -0.043 0.022 0.022 -1.53
C 3.584473 0.498850 1.841695 0.020 -0.018 0.014 -0.33
C -4.444332 -3.141190 2.326985 -0.016 -0.018 0.038 0.08
C 2.351347 2.536886 2.069503 0.012 0.041 -0.021 0.14
C 3.633793 -1.222494 3.668136 0.018 -0.027 0.037 -1.08
C 1.195272 -2.305183 -1.989375 0.032 0.024 -0.077 0.68
C 3.543046 2.095353 -0.102018 0.002 -0.005 -0.070 -1.16
C 1.966546 2.179151 3.353561 -0.008 -0.006 0.019 1.10
C -4.096576 3.486640 -1.237949 -0.082 0.007 0.035 -2.08
C -4.385487 -3.251379 0.928028 -0.017 -0.011 -0.091 -0.68
C -0.203767 -4.113751 1.597578 -0.027 -0.003 0.017 -0.34
C -3.392884 -2.631643 0.223351 -0.065 -0.095 0.079 -0.73
C 5.505688 -5.495301 -0.514999 0.009 -0.001 -0.001 -0.46
C -1.652695 5.806089 -1.192076 0.008 0.081 -0.026 -2.08
C 2.412070 0.966531 3.870523 -0.048 -0.016 -0.001 -0.81
C -3.510797 -2.400976 2.989306 -0.011 -0.024 -0.018 -1.11
C -3.099315 2.892972 -0.237099 -0.140 0.055 0.050 2.93
C 1.992591 -1.139605 -3.974567 0.002 0.000 0.017 -0.81
C 3.168552 1.708489 1.302670 -0.044 -0.026 0.050 0.59
C 3.985221 -4.109243 0.728330 0.005 -0.032 -0.045 -0.31
C -1.546476 -1.006567 3.114391 -0.151 -0.129 -0.198 -1.10
C 3.187090 -3.899088 -0.399665 0.073 -0.023 0.007 0.69
C 0.370605 2.040140 -2.821491 0.100 0.098 0.018 -1.24
C -1.100528 2.370245 -2.526267 -0.098 -0.035 -0.157 2.24
C 5.129664 -4.893307 0.678361 -0.018 0.016 -0.005 -0.63
C 0.298203 -4.164434 0.296224 -0.082 -0.040 0.047 0.63
C -1.600585 -6.028225 1.202907 -0.007 0.002 0.016 -0.64
C -3.224942 3.682375 1.077306 -0.100 0.025 0.028 -1.88
C -1.107267 -6.105964 -0.093267 0.012 0.006 -0.011 -0.74
C -2.473204 -1.750824 2.290692 -0.024 0.063 0.298 0.79
C -0.515677 5.040991 0.896368 0.026 0.143 0.071 -1.64
C 0.770043 -1.344455 -4.601183 0.007 -0.019 0.001 -0.40
C -0.165385 -5.186014 -0.535970 -0.017 -0.010 0.048 -0.16
C -1.142875 -5.031071 2.052217 0.025 0.012 -0.054 -0.55
C 0.646779 4.866750 -1.258136 -0.028 0.041 0.049 -2.33
C 4.728616 -5.307314 -1.648800 -0.013 0.013 0.005 -0.74
C -0.735571 4.734757 -0.595920 0.121 0.026 -0.066 2.69
C 2.195517 -1.614964 -2.686880 -0.036 -0.026 -0.006 -0.20
C 3.585737 -4.518553 -1.586597 -0.005 0.027 0.003 -0.17
C -0.243060 -2.008722 -3.925986 0.014 -0.005 0.000 -0.50
C 3.212315 0.112694 3.126548 0.001 0.038 -0.031 0.83
C -1.853185 1.043629 -2.728662 -0.021 -0.032 0.078 -2.13
H -1.866640 5.649906 -2.249813 0.010 -0.021 0.025 0.26
H -4.214532 3.489559 1.502410 -0.020 0.004 0.005 0.70
H 3.159480 -1.453832 -2.213330 -0.003 -0.006 0.012 0.41
H 2.663439 2.428325 -0.656149 -0.024 -0.020 0.022 -0.11
H -2.343534 -6.737890 1.546993 -0.002 -0.001 0.000 0.39
H 0.228798 5.836959 0.999564 -0.001 0.023 -0.001 0.54
H -3.554244 -2.309498 4.068880 -0.012 -0.004 0.000 0.39
H 0.608711 4.816420 -2.343611 -0.067 0.009 -0.066 0.34
H 5.014237 -5.772100 -2.585301 0.001 -0.003 0.000 0.39
H -3.701192 0.825544 -0.745652 0.045 -0.035 -0.145 0.19
H -5.135017 -3.839438 0.412813 0.000 -0.005 0.009 0.42
H -3.135918 4.759381 0.935596 -0.117 -0.140 -0.020 0.28
H 0.674669 2.537791 5.033505 0.007 0.003 0.003 0.36
H -4.198380 2.884702 -2.138183 0.046 -0.102 -0.065 0.31
H 0.988281 2.927971 -2.951736 -0.020 -0.035 -0.005 0.28
H 1.330423 4.096064 -0.901540 -0.039 -0.018 0.041 0.28
H 2.997809 -4.376143 -2.487474 -0.008 -0.001 0.002 0.32
H -1.528782 2.865790 -4.574032 0.011 0.010 0.005 0.52
H 0.186542 3.368188 3.555391 0.009 -0.022 -0.027 0.13
H -0.840821 -2.971566 -2.110147 0.004 -0.003 0.005 0.14
H -1.554132 0.624435 -3.694366 -0.045 0.012 0.012 0.63
H -1.754038 -1.076596 4.198000 -0.024 0.030 0.017 0.14
H 0.813235 1.447286 -2.020743 -0.058 -0.042 0.019 -0.28
H 6.398847 -6.107090 -0.559980 0.000 0.000 -0.004 0.36
H -1.613163 0.299437 -1.966528 0.037 0.038 0.059 0.28
H -0.997769 4.258105 -3.647229 0.077 0.054 0.039 0.33
H -5.085880 3.519078 -0.765991 0.000 -0.008 -0.006 0.51
H 4.155041 -0.188719 1.227506 0.009 -0.009 0.020 0.13
H -2.776729 0.979275 0.739800 0.066 0.015 0.048 0.18
H -2.638691 3.646114 -3.455260 0.008 -0.020 0.038 0.30
H -2.933015 1.167566 -2.748164 -0.145 0.084 0.038 0.19
H 4.269861 2.911765 -0.112324 -0.006 0.002 0.015 0.44
H -1.159139 6.781282 -1.103001 0.006 -0.001 0.008 0.54
H -2.474319 3.364167 1.802635 -0.024 -0.041 -0.031 0.13
H -1.427715 5.377454 1.389815 0.230 0.021 -0.023 0.31
H -3.330503 -2.723232 -0.853438 -0.012 -0.009 -0.005 0.37
H 1.068219 5.841438 -0.992052 0.008 0.011 -0.017 0.69
H 0.604985 -0.975431 -5.606777 -0.003 0.000 0.000 0.35
H -4.464361 1.507689 0.686445 -0.018 -0.025 -0.050 0.67
H 2.785054 -0.607295 -4.487358 -0.002 0.003 -0.006 0.40
H 0.139237 -3.322910 2.257200 0.020 0.006 -0.013 0.31
H -3.850501 4.505259 -1.538724 -0.004 -0.082 0.011 0.25
H 3.978942 1.250449 -0.637256 0.008 0.001 0.013 0.23
H 0.209718 -5.264870 -1.551760 0.009 0.000 -0.006 0.36
H 4.637634 -1.183293 4.100209 0.001 0.010 -0.013 0.43
H 1.554896 3.968586 4.491480 0.009 0.000 -0.017 0.38
H -0.151912 4.149244 1.408329 0.025 -0.019 -0.019 -0.02
H -1.530923 -4.955654 3.061224 -0.006 -0.008 0.002 0.40
H 2.077965 0.657493 4.856287 0.011 0.002 0.003 0.32
H 1.965137 3.451308 1.634322 0.016 0.006 -0.018 0.13
H 3.698708 -3.652547 1.666940 -0.018 0.027 0.032 -0.11
H 0.421692 1.454772 -3.743582 0.026 0.033 -0.004 0.48
H -1.459809 -6.883284 -0.761385 -0.004 -0.003 0.001 0.38
H 3.633391 -1.957538 2.867269 -0.013 -0.023 -0.035 -0.23
H -2.602318 5.882595 -0.662802 0.050 0.011 -0.014 0.30
H 5.727507 -5.034718 1.571188 0.006 -0.005 -0.003 0.42
H -1.206633 -2.152503 -4.400931 -0.002 -0.004 -0.001 0.37
H 2.948521 -1.567590 4.443536 0.001 0.021 0.007 0.34


Max |F| values, unit eV/Å, following the record order: 2.178; 1.309.
HOMO values, unit Ha, following the record order: -0.33244; -0.16951.